No. 1
Density functional theory data (ωB97M-V with the def2-TZVPD basis set) for a molecular structure, C30H79HgO28S9 in a non-equilibrium geometry.

The spin multiplicity is 1. The HOMO-LUMO gap comes out at 0.23253 hartree. As for the total charge: +1. Its highest occupied orbital energy is -0.4185 hartree. Its energy above the lowest of the compared OMol25 structures with the same formula, charge and spin is 489.17 kJ/mol.

```
147
Properties=species:S:1:pos:R:3:lowdin_charge:R:1
Hg 3.5030 -0.1617 -0.3619 1.2671
C -0.3637 -0.3257 0.1805 -0.0688
C 0.1078 0.1116 -1.1562 -0.5717
C -0.6974 1.3609 -1.6141 -0.0318
O 1.4648 0.3072 -1.3471 -0.2890
H 0.0322 0.2548 1.0138 0.0693
H -0.0281 -1.3516 0.3321 0.0556
H -1.4365 -0.1919 0.3188 0.0749
H -0.2845 -0.6901 -1.7819 0.1139
H -0.5868 2.2901 -1.0552 0.0553
H -1.7430 1.0693 -1.5153 0.0603
H -0.3983 1.6605 -2.6185 0.0578
O -2.5548 -5.7230 4.9226 -0.2993
S -2.4407 -5.9983 3.4942 0.7221
O -3.4264 -7.0071 2.9661 -0.2934
O -2.4855 -4.5710 2.6403 -0.2576
C -1.9514 -3.4797 3.3123 -0.3075
C -2.0758 -2.2255 2.4271 -0.0582
C -0.7039 -6.3867 3.0530 -0.1009
H -0.8669 -3.5825 3.3497 0.0928
H -2.4075 -3.2620 4.2780 0.1256
H -1.7618 -2.3436 1.3900 0.0372
H -1.4372 -1.4817 2.9038 0.0521
H -3.0470 -1.7373 2.3467 0.0815
H -0.0475 -5.6647 3.5387 0.0534
H -0.4448 -6.4800 1.9983 0.0541
H -0.4933 -7.2971 3.6141 0.0719
O 3.1649 3.4293 3.0464 -0.2999
S 2.7216 2.0062 2.9448 0.7666
O 2.9450 1.2911 1.6968 -0.3757
O 3.3956 1.1106 4.2381 -0.3078
C 3.4981 1.7096 5.4843 -0.2596
C 4.9278 1.1930 6.0708 -0.0360
C 0.8628 1.9046 3.3801 -0.0651
H 2.7887 1.4810 6.2796 0.1176
H 3.5541 2.7897 5.3487 0.1054
H 4.7762 0.1711 6.4183 0.0572
H 5.2930 1.7336 6.9440 0.0758
H 5.7577 1.1114 5.3689 0.0721
H 0.5927 2.5025 4.2506 0.0797
H 0.5229 0.8874 3.5748 0.0354
H 0.2680 2.3649 2.5911 0.0360
O 2.2984 -3.6104 2.8579 -0.3030
S 2.7311 -2.1756 2.6897 0.7871
O 2.7310 -1.5987 1.3077 -0.4145
O 1.7366 -1.2355 3.6871 -0.3151
C 1.5111 -1.6336 5.0893 -0.2108
C 0.2066 -0.9868 5.6496 -0.0353
C 4.3156 -1.8856 3.6582 -0.0666
H 2.3705 -1.3674 5.7047 0.1087
H 1.3724 -2.7114 5.1748 0.1125
H 0.3671 0.0547 5.9282 0.0692
H -0.1247 -1.5444 6.5256 0.0911
H -0.6476 -1.0446 4.9751 0.0598
H 4.4332 -2.7282 4.3396 0.0804
H 4.4540 -0.8922 4.0849 0.0428
H 5.1634 -2.0265 2.9878 0.0698
O 4.2826 1.9131 -1.1591 -0.4147
S 4.9122 3.2605 -1.2192 0.7000
O 5.7660 3.7163 -2.3203 -0.2602
O 3.7782 4.3968 -0.9990 -0.2336
C 2.6300 4.1186 -0.1445 -0.2637
C 1.4133 4.5060 -0.8573 -0.0610
C 5.9107 3.4892 0.2933 -0.0728
H 2.7384 4.6537 0.7989 0.1179
H 2.6563 3.0730 0.1624 0.0768
H 0.4893 4.2942 -0.3193 0.0807
H 1.3799 4.0279 -1.8364 0.0865
H 1.2983 5.5718 -1.0546 0.0924
H 5.2694 3.1653 1.1130 0.0500
H 6.1926 4.5421 0.2957 0.0841
H 6.7754 2.8637 0.0714 0.0756
O -1.8155 2.5438 1.5384 -0.3139
S -2.5553 2.2445 2.7887 0.7160
O -2.1745 1.1010 3.6401 -0.3098
O -2.8527 3.5623 3.7846 -0.2492
C -3.1126 4.8177 3.1842 -0.3122
C -3.0257 5.9648 4.1961 -0.0662
C -4.3640 1.9112 2.3939 -0.0781
H -4.1255 4.9829 2.8170 0.1169
H -2.4362 5.1387 2.3920 0.1167
H -3.0604 6.9534 3.7383 0.0915
H -2.1095 5.8386 4.7730 0.0761
H -3.7786 5.7670 4.9591 0.0815
H -4.9425 1.6259 3.2725 0.0761
H -4.3071 1.0558 1.7208 0.0474
H -4.8646 2.7321 1.8805 0.0657
O -1.6986 -3.3273 -1.1132 -0.2915
S -0.9922 -4.5532 -0.8120 0.7113
O -1.6123 -5.8492 -0.4750 -0.2861
O -0.0390 -4.8885 -2.1562 -0.2520
C 0.5054 -3.7855 -2.8679 -0.3043
C 0.6694 -4.2806 -4.3127 -0.0623
C 0.3976 -4.2478 0.3988 -0.0970
H 1.4572 -3.3719 -2.5347 0.1125
H -0.1486 -2.9237 -3.0006 0.0993
H 0.9016 -3.4423 -4.9695 0.0749
H -0.2590 -4.6952 -4.7054 0.0845
H 1.3770 -5.1065 -4.3856 0.0800
H 0.9225 -5.1265 0.7735 0.0721
H -0.0004 -3.5952 1.1759 0.0291
H 1.0480 -3.6380 -0.2282 0.0433
O 4.0468 -1.0614 -5.1728 -0.2762
S 4.1288 -0.1042 -4.0653 0.7770
O 4.2161 -0.5021 -2.6386 -0.4070
O 5.4111 0.9619 -4.3416 -0.2527
C 5.5735 1.4538 -5.6023 -0.3499
C 6.7788 0.8312 -6.2350 -0.0658
C 2.7116 1.1871 -4.4076 -0.0426
H 5.7991 2.5165 -5.5141 0.1361
H 4.7489 1.2867 -6.2952 0.1116
H 7.7229 1.2853 -5.9338 0.0821
H 6.7538 0.8326 -7.3247 0.0869
H 6.9100 -0.2166 -5.9650 0.0834
H 2.9179 1.5386 -5.4186 0.0583
H 2.7187 1.9495 -3.6286 0.0577
H 1.7129 0.7535 -4.3573 0.0283
O -7.9051 -1.0330 -2.9860 -0.3170
S -7.6149 -2.3815 -2.4608 0.6952
O -7.8442 -3.5856 -3.1940 -0.2584
O -6.0588 -2.3738 -1.7967 -0.2355
C -5.6937 -1.1426 -1.2395 -0.3500
C -4.2120 -1.0318 -1.1082 -0.0738
C -8.5470 -2.5005 -0.8728 -0.1025
H -6.1319 -0.9254 -0.2654 0.1129
H -6.0329 -0.3247 -1.8751 0.1079
H -3.8008 -1.7879 -0.4394 0.0658
H -3.8778 -0.0242 -0.8614 0.0688
H -3.8379 -1.3309 -2.0874 0.0876
H -9.5639 -2.7379 -1.1851 0.0687
H -8.4507 -1.5835 -0.2915 0.0604
H -8.1048 -3.3533 -0.3577 0.0689
O -2.0118 0.5657 -8.0186 -0.2909
S -1.7478 1.3960 -6.8217 0.6920
O -1.6422 2.8230 -6.9209 -0.2786
O -2.8753 1.0133 -5.6403 -0.2871
C -2.9316 1.8001 -4.4459 -0.2759
C -4.1391 2.7163 -4.7035 -0.0636
C -0.3274 0.6528 -5.9135 -0.1166
H -2.0429 2.4084 -4.2778 0.0997
H -3.1064 1.1675 -3.5757 0.1048
H -4.0371 3.3242 -5.6025 0.0795
H -4.2967 3.3747 -3.8493 0.0723
H -5.0552 2.1261 -4.7274 0.0812
H 0.0660 1.5128 -5.3717 0.0371
H 0.4485 0.2671 -6.5749 0.0721
H -0.6849 -0.1378 -5.2538 0.0733
```

---

No. 2
Density functional theory data (ωB97M-V with the def2-TZVPD basis set) for 4 unconnected molecules or ions with the total composition C30H82N10O9P5S in a non-equilibrium geometry.

The spin multiplicity is 1. The HOMO-LUMO gap comes out at 0.17779 hartree. As for the total charge: -1. Its highest occupied orbital energy is -0.1549 hartree. Its energy above the lowest of the compared OMol25 structures with the same formula, charge and spin is 0.00 kJ/mol.

```
137
Properties=species:S:1:pos:R:3:lowdin_charge:R:1
C 3.5667 1.4780 4.8531 0.0264
C 2.3113 0.6065 4.8217 -0.5555
O 2.3212 -0.4796 5.2818 0.1331
O 1.2352 1.2058 4.2627 -0.0192
C 0.4167 0.3061 3.4915 -0.1642
C 1.0896 -0.0818 2.1313 -0.1567
C 1.5785 -1.5484 2.1429 -0.2005
C 2.1156 -2.0572 0.7841 -0.1962
C 3.1559 -3.1944 1.0022 -0.1964
C 4.0780 -3.4170 -0.2316 -0.2191
C 5.4411 -2.6789 -0.1639 -0.2424
C 6.4546 -3.3392 0.8169 -0.2597
P 7.4953 -2.1831 1.9184 0.5073
N 7.3638 -3.4566 3.2436 -0.2066
O 6.1589 -1.3512 2.7280 -0.2952
C 6.6089 -0.0432 2.7791 -0.3385
C 7.1831 0.3190 1.3189 -0.4647
P 5.7339 1.1708 0.5182 0.2821
O 5.6644 2.7614 1.0103 -0.2407
O 4.2869 0.5348 0.9207 -0.2453
S 5.9518 1.0358 -1.4137 0.2479
O 7.6112 -0.8731 0.7555 -0.3169
H 3.4369 2.3625 5.4914 0.0855
H 4.4091 0.9121 5.2618 0.0879
H 3.7785 1.7618 3.8136 0.0642
H 0.1655 -0.6188 4.0267 0.1162
H -0.5275 0.8278 3.2951 0.1168
H 1.8931 0.6537 1.9825 0.1005
H 0.3583 0.0536 1.3183 0.1128
H 0.7068 -2.1644 2.4230 0.1160
H 2.2950 -1.6583 2.9709 0.1035
H 1.2461 -2.5116 0.2561 0.0885
H 2.4964 -1.2700 0.1173 0.1058
H 3.7832 -3.0279 1.8917 0.1015
H 2.5767 -4.1235 1.1313 0.1063
H 3.5348 -3.0045 -1.1052 0.1003
H 4.1991 -4.4918 -0.4374 0.0996
H 5.2276 -1.6263 0.0529 0.0477
H 5.8758 -2.7021 -1.1741 0.1028
H 7.1879 -3.8639 0.1869 0.0672
H 5.9696 -4.1291 1.4098 0.0618
H 8.6923 -2.8149 1.4066 -0.0034
H 8.4116 -1.5156 2.8274 0.0149
H 7.7890 -3.0587 4.0816 -0.0128
H 6.3728 -3.4793 3.4857 -0.0134
H 7.3863 0.2357 3.5112 0.0985
H 5.8006 0.6864 2.9941 0.0699
H 7.9504 1.1135 1.3227 0.1221
H 5.0050 2.7411 1.7292 0.0582
H 4.3844 -0.3119 1.4016 0.0605
O -1.6828 -4.2822 0.7594 -0.3011
P -2.7442 -4.8000 -0.1865 0.7189
N -2.3913 -6.4862 0.0358 -0.3068
C -2.4877 -7.5379 -0.9545 -0.1387
C -2.6529 -6.9894 1.3837 -0.1425
N -1.9987 -4.2163 -1.6279 -0.3259
C -1.7443 -5.0164 -2.8108 -0.1493
C -0.9143 -3.2509 -1.4764 -0.1404
N -4.2089 -5.1317 -1.1056 -0.2699
C -4.7997 -3.8916 -1.6861 -0.1333
C -5.3035 -5.7183 -0.2983 -0.1391
H -3.5160 -7.7765 -1.2646 0.0716
H -2.0524 -8.4621 -0.5669 0.0788
H -1.9092 -7.3212 -1.8484 0.0497
H -3.7249 -7.0164 1.6243 0.0592
H -2.1672 -6.3574 2.1291 0.0718
H -2.2554 -7.9955 1.5194 0.0760
H -0.8639 -5.6580 -2.6878 0.0819
H -1.5581 -4.3687 -3.6739 0.0781
H -2.6039 -5.6252 -3.0940 0.0695
H 0.0166 -3.7375 -1.1643 0.0773
H -1.1696 -2.4840 -0.7489 0.0690
H -0.7206 -2.7242 -2.4147 0.0830
H -5.0623 -3.1709 -0.9074 0.0733
H -5.7010 -4.1297 -2.2543 0.0743
H -4.1306 -3.3985 -2.3836 0.0734
H -5.5011 -5.1374 0.6069 0.0860
H -5.0881 -6.7458 -0.0078 0.0567
H -6.2224 -5.7693 -0.8828 0.0780
O 3.0261 7.0750 -1.8426 -0.3047
P 3.6635 7.3981 -0.5073 0.7145
N 4.6797 8.6828 -1.0916 -0.3077
C 6.0036 9.0326 -0.6207 -0.1396
C 3.9574 9.8530 -1.5862 -0.1484
N 4.5591 5.9365 -0.3699 -0.3200
C 5.9826 5.8568 -0.0801 -0.1374
C 4.2201 4.8453 -1.2743 -0.1316
N 4.0309 7.7541 1.1805 -0.2719
C 3.4700 6.7272 2.1012 -0.1308
C 3.4638 9.0346 1.6638 -0.1419
H 6.0275 9.4523 0.3959 0.0716
H 6.4543 9.7781 -1.2808 0.0769
H 6.6909 8.1919 -0.6530 0.0503
H 3.4461 10.4050 -0.7849 0.0586
H 3.1988 9.5555 -2.3124 0.0691
H 4.6243 10.5488 -2.0968 0.0737
H 6.5903 6.0752 -0.9662 0.0835
H 6.2538 4.8509 0.2616 0.0597
H 6.2783 6.5172 0.7372 0.0716
H 4.6203 5.0141 -2.2812 0.0890
H 3.1437 4.7047 -1.3456 0.0736
H 4.6269 3.9037 -0.9059 0.0380
H 2.3812 6.6603 2.0158 0.0842
H 3.7227 6.9734 3.1349 0.0791
H 3.8824 5.7402 1.9159 0.0649
H 2.3959 9.1187 1.4434 0.0850
H 3.9736 9.8935 1.2294 0.0561
H 3.6022 9.1306 2.7409 0.0788
O -6.7871 -1.0823 -2.3588 -0.2974
P -8.2896 -0.9937 -2.5154 0.7194
N -8.2953 0.4102 -3.5339 -0.3068
C -9.2849 1.4680 -3.5626 -0.1355
C -7.6823 0.2104 -4.8480 -0.1376
N -8.6094 -0.5366 -0.8811 -0.3293
C -9.4238 0.5963 -0.4823 -0.1496
C -7.5235 -0.6911 0.0820 -0.1360
N -10.0103 -1.2882 -2.7459 -0.2717
C -10.5156 -2.3730 -1.8585 -0.1320
C -10.3670 -1.7328 -4.1145 -0.1351
H -10.2661 1.1607 -3.9524 0.0736
H -8.9386 2.2907 -4.1922 0.0807
H -9.4379 1.9208 -2.5872 0.0489
H -8.2707 -0.4575 -5.4914 0.0610
H -6.6886 -0.2284 -4.7444 0.0724
H -7.5537 1.1547 -5.3768 0.0777
H -8.8797 1.5430 -0.5765 0.0820
H -9.7258 0.4962 0.5656 0.0780
H -10.3579 0.6543 -1.0415 0.0710
H -6.7773 0.1058 -0.0165 0.0893
H -7.0259 -1.6511 -0.0360 0.0576
H -7.9085 -0.6692 1.1052 0.0787
H -9.9998 -3.3195 -2.0452 0.0829
H -11.5847 -2.5225 -2.0221 0.0799
H -10.4023 -2.1308 -0.8063 0.0693
H -9.7524 -2.5745 -4.4443 0.0872
H -10.2672 -0.9280 -4.8410 0.0590
H -11.4139 -2.0326 -4.1567 0.0810
```

---

No. 3
Density functional theory data (ωB97M-V with the def2-TZVPD basis set) for 10 unconnected molecules or ions with the total composition C30H85N5O10 in a non-equilibrium geometry.

The spin multiplicity is 1. The HOMO-LUMO gap comes out at 0.34922 hartree. As for the total charge: 0. Its highest occupied orbital energy is -0.3347 hartree. As for the SMILES: COC[C@H](C)N.COC[C@H](C)N.COC[C@H](C)N.COC[C@H](C)N.COC[C@H](C)N.CCO.CCO.CCO.CCO.CCO. Its energy above the lowest of the compared OMol25 structures with the same formula, charge and spin is 237.79 kJ/mol.

```
130
Properties=species:S:1:pos:R:3:lowdin_charge:R:1
C 3.5113 -1.6568 4.4299 -0.0961
O 2.3092 -1.8520 3.7168 -0.1978
C 2.3279 -2.4674 2.4526 -0.2003
C 0.9455 -3.0844 2.2930 -0.4323
C 0.8790 -3.9330 1.0187 -0.0437
N -0.1097 -2.0996 2.2590 0.0765
H 3.2215 -1.4845 5.4574 0.0640
H 4.1588 -0.9343 3.9871 0.0785
H 4.2188 -2.5008 4.4688 0.0917
H 2.4895 -1.7336 1.6339 0.1309
H 3.0910 -3.2484 2.4413 0.1239
H 0.8372 -3.7442 3.1878 0.1526
H 0.0278 -4.6131 0.9736 0.0757
H 1.7569 -4.5639 1.0721 0.0700
H 0.9235 -3.1853 0.2087 0.0779
H -0.0104 -1.5441 3.1253 0.0610
H 0.1309 -1.4382 1.5778 0.0056
C 5.3972 -1.8500 -4.6542 -0.1183
O 4.3464 -1.1047 -4.1194 -0.1761
C 4.7222 -0.3507 -3.0173 -0.2061
C 3.4398 0.2479 -2.3501 -0.4137
C 3.9130 1.2360 -1.2596 -0.0409
N 2.5211 -0.6962 -1.7997 0.0639
H 6.2699 -1.3621 -5.0893 0.0925
H 4.9398 -2.3948 -5.4700 0.0887
H 5.7115 -2.5662 -3.9277 0.0784
H 5.2567 -0.9785 -2.3272 0.1169
H 5.3816 0.4829 -3.3044 0.1318
H 2.8512 0.8875 -2.9989 0.0953
H 4.5606 0.6651 -0.6020 0.0761
H 3.0306 1.5953 -0.7648 0.0554
H 4.4730 2.0842 -1.6993 0.0923
H 2.2193 -1.3519 -2.4991 0.0841
H 2.9938 -1.2389 -1.0980 0.0876
C -1.2612 0.8021 -2.9916 -0.1292
O -0.8474 2.0703 -3.4141 -0.1686
C -0.3862 2.0114 -4.8338 -0.1706
C 0.9929 1.4583 -4.9786 -0.4218
C 1.9383 2.6302 -4.6369 -0.0568
N 1.0865 1.1036 -6.4382 0.0487
H -1.7269 0.8193 -2.0478 0.0560
H -0.4217 0.0936 -2.8809 0.0840
H -1.9852 0.3560 -3.6455 0.0685
H -1.0568 1.3548 -5.4393 0.1106
H -0.4072 3.0010 -5.2423 0.1149
H 1.1054 0.5408 -4.3256 0.1343
H 1.7549 2.9362 -3.6102 0.0692
H 1.7164 3.4616 -5.2939 0.0792
H 2.9928 2.3840 -4.7748 0.0726
H 2.0582 0.9024 -6.6648 0.0696
H 0.5271 0.2812 -6.5886 0.0356
C 1.1324 2.0742 4.9911 -0.0582
O 0.0383 1.4691 5.7042 -0.2244
C 0.4193 0.8952 6.9040 -0.2145
C 0.8354 -0.5854 6.6225 -0.4258
C -0.3743 -1.2297 5.9708 -0.0484
N 1.4143 -1.2540 7.7802 0.0376
H 1.8844 1.3325 4.6697 0.0918
H 1.6476 2.8337 5.5840 0.0925
H 0.7374 2.4970 4.1102 0.0528
H 1.1592 1.5434 7.4404 0.1323
H -0.4817 0.8358 7.5862 0.1349
H 1.7144 -0.5864 5.9986 0.0826
H -1.3519 -1.2736 6.4360 0.0821
H -0.0803 -2.2668 5.7070 0.0879
H -0.5555 -0.6674 5.0598 0.0498
H 2.0184 -2.0153 7.4708 0.0654
H 0.7460 -1.6423 8.4345 0.0712
C -1.1867 -2.7781 -2.2806 -0.1054
O -1.8411 -2.4224 -3.4934 -0.1996
C -1.5147 -3.2273 -4.6015 -0.2335
C -2.0951 -2.6811 -5.8589 -0.4508
C -1.7821 -3.5114 -7.0836 -0.0749
N -1.5736 -1.3107 -6.0912 0.0616
H -1.4067 -3.8225 -1.9692 0.0936
H -1.5098 -2.0753 -1.5029 0.0792
H -0.0678 -2.7428 -2.3602 0.0844
H -0.4137 -3.3556 -4.6787 0.1380
H -1.9418 -4.2136 -4.4015 0.1284
H -3.2167 -2.7208 -5.8052 0.1497
H -0.7159 -3.4132 -7.2234 0.0733
H -2.3382 -3.0992 -7.9322 0.0783
H -2.0868 -4.5881 -6.9521 0.0998
H -1.9702 -0.6478 -5.4353 0.0396
H -1.8618 -0.9562 -6.9758 0.0622
C -0.1333 1.1876 1.7288 -0.0771
C -0.2743 0.8833 0.2557 -0.3202
O 0.3104 -0.3374 -0.1108 -0.1052
H -0.6077 0.4520 2.3966 0.0651
H -0.4375 2.2044 2.0351 0.0750
H 0.9459 1.0355 1.8891 0.0825
H 0.1332 1.7033 -0.3962 0.1131
H -1.3180 0.8658 -0.1166 0.0898
H 0.8956 -0.2700 -0.8379 -0.0010
C 1.8006 4.7030 -0.0956 -0.0914
C 0.4486 4.6435 -0.8124 -0.2998
O 0.2836 5.8329 -1.6379 -0.0833
H 1.8689 5.5118 0.6612 0.0793
H 2.6079 4.9631 -0.8287 0.0872
H 1.9929 3.7611 0.3845 0.0425
H -0.3605 4.6052 -0.0529 0.0984
H 0.4178 3.7412 -1.4648 0.0901
H -0.2713 5.5294 -2.3491 0.0615
C -4.5399 -3.6989 -0.2502 -0.0928
C -3.6041 -2.9984 0.6888 -0.3504
O -2.3720 -3.6797 0.6898 -0.1074
H -5.5363 -3.2952 -0.2281 0.0572
H -4.7525 -4.7628 0.0554 0.0930
H -4.2058 -3.5979 -1.3093 0.0790
H -4.0029 -2.9371 1.6846 0.1013
H -3.4785 -1.9482 0.4036 0.1079
H -1.7813 -3.1230 1.2298 0.0414
C -3.3963 3.1153 0.7422 -0.0908
C -4.6267 3.4412 1.5931 -0.3247
O -5.4322 2.2876 1.7238 -0.0703
H -3.6380 2.9104 -0.3297 0.0867
H -2.9542 2.1808 1.0497 0.0354
H -2.5995 3.9132 0.7348 0.0848
H -5.0996 4.3272 1.1762 0.1122
H -4.2775 3.6875 2.5918 0.0776
H -6.3726 2.5048 1.8008 0.0939
C -3.1324 1.9077 4.0369 -0.0699
C -3.2679 2.9186 5.2296 -0.2640
O -3.2073 2.2743 6.5342 -0.1188
H -2.7653 2.4194 3.1636 0.0264
H -3.9661 1.3449 3.7450 0.0514
H -2.3554 1.1464 4.3400 0.0756
H -4.2723 3.4431 5.1613 0.1211
H -2.4799 3.6648 5.2543 0.0976
H -2.3834 1.7163 6.4993 0.0642
```

---

no.,E_tot (eV)
1,-191394.622
2,-123046.107
3,-60408.928